No. 1
The following is a DFT calculation (ωB97M-V with the def2-TZVPD basis set) of a structure of composition C19H23As2CdF6INO8PSSbSe4.

Geometry as ORCA input:
```
! RIJCOSX wB97M-V def2-TZVPD def2/J DEFGRID3
* xyz -2 2
Cd 0.59 1.21 0.06
F 2.65 1.23 1.85
P 2.17 1.64 3.38
F 3.11 2.97 3.28
F 0.95 2.48 2.68
F 1.67 2.10 4.83
F 1.24 0.34 3.43
F 3.41 0.82 3.99
Se 2.01 4.92 -4.53
Sb 2.30 2.51 -4.92
Se 0.76 0.99 -3.38
Se 2.21 1.70 -7.15
Se 4.47 2.87 -3.78
I 2.61 -0.48 -2.56
C -1.99 0.20 3.44
O -1.98 1.15 2.39
C -1.65 0.81 1.13
O -1.62 1.82 0.33
C -1.28 -0.47 0.69
C -0.81 -1.67 1.38
As -1.91 -3.21 1.53
C -3.71 -2.42 1.71
C -2.24 -3.50 -0.44
C -2.10 -2.58 -1.38
As -1.36 -0.74 -1.25
C -3.01 0.17 -1.81
C -2.33 -2.95 -2.82
O -1.44 -3.17 -3.59
O -3.61 -3.05 -3.27
C -4.74 -2.80 -2.43
C -2.70 -4.88 -0.73
O -3.86 -5.23 -0.71
O -1.74 -5.79 -0.98
C -0.36 -5.36 -1.01
C 0.54 -2.00 1.30
O 1.09 -3.08 1.53
O 1.36 -0.97 0.76
C 2.75 -1.28 0.78
H -2.29 0.76 4.33
H -1.01 -0.24 3.59
H -2.71 -0.59 3.25
H -3.98 -2.33 2.76
H -4.42 -3.10 1.23
H -3.74 -1.44 1.22
H -3.84 -0.07 -1.15
H -3.24 -0.12 -2.84
H -2.82 1.24 -1.76
H -5.41 -3.65 -2.54
H -5.22 -1.88 -2.77
H -4.46 -2.71 -1.38
H 0.21 -6.27 -1.18
H -0.06 -4.90 -0.07
H -0.20 -4.66 -1.83
H 3.26 -0.42 0.35
H 2.95 -2.18 0.20
H 3.09 -1.43 1.80
S 1.36 3.29 -1.05
C 2.55 4.19 -0.18
N 3.64 4.49 -0.92
C 4.65 5.28 -0.50
C 4.60 5.83 0.75
C 3.50 5.53 1.56
C 2.48 4.73 1.11
H 3.69 4.06 -1.86
H 5.45 5.43 -1.21
H 5.41 6.46 1.09
H 3.45 5.92 2.57
H 1.64 4.47 1.72
*
```

Properties
Energy above the lowest of the compared OMol25 structures with the same formula, charge and spin ... 261.3 kJ/mol
Calculated total energy ... -17516.5132 a.u.
LUMO energy (alpha / beta) ... 3.1 / 2.2 eV
Frontier orbital gap (alpha / beta) ... 0.195 / 0.161 hartree
⟨S²⟩ ... 0.7611

=====

No. 2
The following is a DFT calculation (ωB97M-V with the def2-TZVPD basis set) of the molecule C4H7NO in a non-equilibrium geometry.

Geometry as ORCA input:
```
! RIJCOSX wB97M-V def2-TZVPD def2/J DEFGRID3
* xyz 0 1
O -1.92 0.17 -0.79
C -0.53 0.27 -0.95
C 0.19 1.13 0.13
C 0.81 -0.11 0.73
N -0.14 -1.14 0.85
C 0.25 -1.02 -0.55
H -2.06 -0.25 0.07
H -0.35 0.59 -1.98
H -0.44 1.68 0.83
H 0.93 1.80 -0.33
H 1.76 -0.19 1.28
H 0.24 -1.98 1.26
H 1.38 -0.82 -0.58
*
```

Properties
Energy above the lowest of the compared OMol25 structures with the same formula, charge and spin ... 442.4 kJ/mol
Calculated total energy ... -286.4632 a.u.
LUMO energy ... 0.9 eV
Frontier orbital gap ... 0.348 hartree

=====

No. 3
The following is a DFT calculation (ωB97M-V with the def2-TZVPD basis set) of a cluster of 2 separate species, C3H5IS in total in a non-equilibrium geometry.

Geometry as ORCA input:
```
! RIJCOSX wB97M-V def2-TZVPD def2/J DEFGRID3
* xyz 0 1
C -0.06 -1.68 0.18
C 0.10 0.87 -0.64
C -0.47 -0.37 -0.06
S 1.49 -2.17 -0.20
I -2.71 -0.33 -0.05
H -0.87 -2.40 0.46
H -0.52 1.66 -0.23
H -0.06 0.64 -1.76
H 1.10 1.03 -0.42
H -0.23 -0.30 1.87
*
```

Properties
Energy above the lowest of the compared OMol25 structures with the same formula, charge and spin ... 337.4 kJ/mol
Calculated total energy ... -813.0248 a.u.
LUMO energy (alpha / beta) ... -1.0 / -1.7 eV
Frontier orbital gap (alpha / beta) ... 0.288 / 0.259 hartree

=====

No. 4
The following is a DFT calculation (ωB97M-V with the def2-TZVPD basis set) of a structure of composition C2H5N in a non-equilibrium geometry.

Geometry as ORCA input:
```
! RIJCOSX wB97M-V def2-TZVPD def2/J DEFGRID3
* xyz 0 1
C 0.75 -0.81 -0.47
C 0.17 0.31 0.25
N -1.06 0.64 0.41
H 0.87 0.31 -0.91
H 1.77 -1.10 -0.28
H 0.15 -1.40 -1.15
H 0.81 0.80 0.99
H -1.66 -0.18 0.45
*
```

Properties
Energy above the lowest of the compared OMol25 structures with the same formula, charge and spin ... 241.8 kJ/mol
Calculated total energy ... -133.8413 a.u.
LUMO energy ... 1.0 eV
Frontier orbital gap ... 0.365 hartree

=====

No. 5
The following is a DFT calculation (ωB97M-V with the def2-TZVPD basis set) of the molecule C15H20ClNO3Si in a non-equilibrium geometry.

Geometry as ORCA input:
```
! RIJCOSX wB97M-V def2-TZVPD def2/J DEFGRID3
* xyz 0 1
C -2.22 1.21 0.47
C -1.50 1.33 -0.89
C -2.04 0.96 -2.04
C -1.41 1.22 -3.19
Cl -2.08 0.93 -4.72
C -0.24 1.93 -3.27
C 0.33 2.34 -2.13
C -0.28 1.98 -0.92
O 0.18 2.55 0.26
C 1.47 1.99 0.68
C 2.29 3.01 1.49
C 1.14 0.70 1.36
O 1.83 0.31 2.33
O 0.33 -0.19 0.78
Si 0.35 -1.84 1.12
C 2.09 -2.40 1.41
C -0.67 -2.33 2.67
C -0.29 -2.84 -0.42
C -0.07 -2.01 -1.60
C -1.65 -2.92 0.01
N -2.69 -3.05 0.48
H -3.29 1.45 0.34
H -1.88 1.99 1.21
H -2.08 0.23 0.89
H -3.08 0.57 -2.09
H 0.25 2.09 -4.22
H 1.28 2.96 -2.27
H 2.03 1.82 -0.24
H 2.44 3.87 0.95
H 3.23 2.66 1.93
H 1.64 3.28 2.33
H 2.36 -1.65 2.20
H 2.76 -2.13 0.60
H 1.99 -3.46 1.68
H -0.25 -1.82 3.57
H -0.59 -3.39 2.94
H -1.70 -1.87 2.56
H 0.14 -3.86 -0.53
H -0.50 -2.60 -2.49
H 0.98 -2.02 -1.75
H -0.57 -1.03 -1.47
*
```

Properties
Calculated total energy ... -1613.7436 a.u.
LUMO energy ... 0.5 eV
Frontier orbital gap ... 0.341 hartree

=====

No. 6
The following is a DFT calculation (ωB97M-V with the def2-TZVPD basis set) of a structure of composition C15H31FFeP2 in a non-equilibrium geometry.

Geometry as ORCA input:
```
! RIJCOSX wB97M-V def2-TZVPD def2/J DEFGRID3
* xyz 0 5
P 4.97 -2.35 0.59
P 2.16 -4.13 1.71
C 4.96 -3.62 1.93
C 3.94 -4.74 1.60
H 4.77 -3.11 2.91
H 5.97 -4.08 2.00
H 3.99 -5.09 0.55
H 4.10 -5.58 2.31
C 2.07 -4.80 3.49
H 1.07 -4.78 3.94
H 2.72 -4.27 4.19
H 2.39 -5.85 3.49
C 1.02 -5.36 1.02
H 1.15 -6.30 1.59
H 1.22 -5.49 -0.07
H -0.01 -4.96 1.18
C 6.66 -1.69 1.03
H 6.95 -0.91 0.31
H 7.39 -2.51 0.96
H 6.71 -1.27 2.04
C 5.44 -3.27 -0.90
H 4.72 -4.09 -1.09
H 6.46 -3.68 -0.76
H 5.42 -2.56 -1.73
Fe 1.96 -3.69 -1.57
C 1.23 -2.08 3.12
C 1.72 -1.76 4.33
C 2.02 -0.37 4.76
C 3.04 0.24 3.74
C 4.02 -0.66 3.11
C 4.01 -0.54 1.78
C 2.65 -1.02 1.08
C 1.30 -1.21 1.90
C 0.93 -1.97 -2.41
H 0.42 -2.88 3.10
H 1.90 -2.54 5.12
H 2.47 -0.31 5.78
H 1.12 0.28 4.69
H 2.50 0.80 2.93
H 3.72 0.93 4.28
H 4.79 -1.14 3.75
H 4.73 0.11 1.18
H 2.76 -1.94 0.40
H 2.47 -0.25 0.32
H 0.94 -0.20 2.12
H 0.55 -1.67 1.24
H -0.02 -2.12 -3.00
H 1.53 -1.37 -3.17
H 0.52 -1.16 -1.77
F 0.56 -4.84 -1.97
*
```

Properties
Calculated total energy ... -2636.0585 a.u.
LUMO energy (alpha / beta) ... -0.8 / -0.8 eV
Frontier orbital gap (alpha / beta) ... 0.231 / 0.217 hartree
⟨S²⟩ ... 6.2687

=====

No. 7
The following is a DFT calculation (ωB97M-V with the def2-TZVPD basis set) of the molecule C3H3NOS in a non-equilibrium geometry.

Geometry as ORCA input:
```
! RIJCOSX wB97M-V def2-TZVPD def2/J DEFGRID3
* xyz 0 1
O 0.41 2.00 -0.14
C -0.18 1.00 0.24
N 0.16 -0.24 0.03
C 1.48 -0.87 -0.19
C 2.64 -0.35 0.01
S 4.11 0.23 0.06
H -1.11 0.95 0.91
H -0.48 -0.74 -0.24
H 1.50 -1.88 -0.09
*
```

Properties
Energy above the lowest of the compared OMol25 structures with the same formula, charge and spin ... 263.2 kJ/mol
Calculated total energy ... -644.1867 a.u.
LUMO energy ... -0.5 eV
Frontier orbital gap ... 0.291 hartree

=====

No. 8
The following is a DFT calculation (ωB97M-V with the def2-TZVPD basis set) of a cluster of 10 separate species, C5H32N2O10 in total in a non-equilibrium geometry.

Geometry as ORCA input:
```
! RIJCOSX wB97M-V def2-TZVPD def2/J DEFGRID3
* xyz 0 1
N 3.34 0.30 -0.09
C 2.45 0.53 -1.20
N 1.16 -0.25 -1.07
C -0.01 0.50 -1.63
C -1.19 -0.46 -1.76
C -1.79 -0.78 -0.40
C -2.27 0.43 0.43
O -2.89 1.39 -0.43
H 2.96 0.69 0.78
H 3.76 -0.61 -0.06
H 2.82 0.11 -2.13
H 2.16 1.58 -1.29
H 0.96 -0.38 -0.10
H 0.39 0.90 -2.58
H -0.23 1.42 -1.08
H -1.97 -0.17 -2.45
H -0.90 -1.44 -2.18
H -1.04 -1.34 0.17
H -2.55 -1.57 -0.45
H -2.92 0.17 1.27
H -1.38 0.90 0.90
H -3.45 0.95 -1.07
O 1.35 5.32 -0.69
H 1.00 5.05 0.18
H 1.59 4.52 -1.16
O -2.48 3.70 0.83
H -2.39 3.23 -0.02
H -2.89 3.10 1.47
O 0.08 -3.91 2.31
H -0.60 -4.49 2.68
H 0.56 -4.57 1.78
O 1.00 -1.23 3.11
H 1.28 -0.67 3.86
H 0.80 -2.12 3.40
O 0.90 -3.62 -0.98
H 0.61 -3.29 -1.87
H 0.83 -2.88 -0.37
O -2.50 -3.98 0.46
H -2.83 -3.87 -0.44
H -1.56 -3.83 0.39
O 0.10 4.06 1.37
H -0.90 3.99 1.22
H 0.41 3.15 1.25
O 0.72 -2.44 -3.47
H 1.68 -2.33 -3.38
H 0.42 -1.53 -3.59
O 1.60 1.13 2.06
H 1.32 0.22 1.93
H 1.95 1.38 2.93
*
```

Properties
Energy above the lowest of the compared OMol25 structures with the same formula, charge and spin ... 281.2 kJ/mol
Calculated total energy ... -1071.5723 a.u.
LUMO energy ... 0.1 eV
Frontier orbital gap ... 0.333 hartree